Entry 1:
Below is an isolated molecule of C5H14NO2PS at a distorted geometry, with properties calculated with ωB97M-V with the def2-TZVPD basis set.

XYZ file:
```
24
Properties=species:S:1:pos:R:3
C 1.914 0.668 0.289
C -0.012 2.268 -0.191
C 0.527 1.549 2.170
C -0.859 -3.436 -1.194
C 0.491 1.087 0.680
N -0.513 -0.014 0.638
O -2.157 0.005 -1.423
O -1.535 -2.284 -0.644
P -0.889 -0.865 -1.082
S 0.304 -0.993 -2.593
H 2.536 1.406 -0.076
H 2.564 0.045 0.936
H 1.775 -0.125 -0.505
H -1.067 2.528 0.242
H -0.172 2.127 -1.256
H 0.694 3.224 -0.126
H -0.498 1.549 2.779
H 1.268 0.934 2.819
H 0.929 2.693 2.211
H 0.226 -3.391 -1.109
H -1.219 -3.558 -2.267
H -1.139 -4.382 -0.586
H -0.272 -0.776 1.179
H -2.899 -0.261 -0.889
```

Values from the calculation:
**Energy above the lowest of the compared OMol25 structures with the same formula, charge and spin**: 82.3 kJ/mol
**E_HOMO**: -8.9 eV
**SMILES**: CO[P@](O)(=S)NC(C)(C)C
**Orbital gap**: 9.534 eV

Results of the natural (NBO) charge analysis, in e, for atoms 1 through 5: atom 1 (C): -0.65, atom 2 (C): -0.62, atom 3 (C): -0.62, atom 4 (C): -0.27, atom 5 (C): 0.08

---

Entry 2:
Below is an isolated molecule of C12H26N8O3 at a distorted geometry, with properties calculated with ωB97M-V with the def2-TZVPD basis set.

XYZ file:
```
49
Properties=species:S:1:pos:R:3
C 0.426 -2.888 0.330
C 1.390 -1.881 -0.180
C -0.509 -3.376 -0.813
C -1.320 -2.322 -1.614
C -2.527 -1.686 -0.972
C -3.297 -0.100 0.713
C 2.216 0.437 0.248
C 3.638 0.401 -0.346
C 2.132 1.480 1.386
C 0.790 1.541 2.072
C -0.441 1.709 1.120
C -0.924 2.856 -0.994
H -1.025 -2.930 1.879
H 0.394 -2.491 2.385
H 1.067 -3.773 0.574
H 0.139 -3.922 -1.488
H -1.305 -4.086 -0.430
H -1.752 -2.861 -2.463
H -0.712 -1.520 -2.071
H -3.096 -2.460 -0.438
H -3.173 -1.335 -1.744
H -1.548 -0.996 0.678
H -4.096 0.214 2.283
H -4.530 -0.125 -0.832
H -3.835 1.329 -0.579
H 1.247 -0.932 1.570
H 1.571 0.860 -0.573
H 2.924 1.295 2.136
H 2.314 2.361 0.827
H 0.796 2.380 2.780
H 0.634 0.675 2.725
H -0.755 0.663 0.707
H -1.310 2.129 1.644
H 0.207 3.539 0.428
H -1.710 1.127 -0.886
H 0.026 4.490 -1.743
H -1.368 3.998 -2.498
H 3.564 -1.400 -0.810
N -0.217 -2.366 1.574
N -2.218 -0.602 -0.040
N -3.234 -0.214 1.978
N -4.242 0.518 -0.062
N 1.756 -0.877 0.684
N -0.098 2.647 0.075
N -1.827 2.035 -1.395
N -0.923 4.119 -1.582
O 1.885 -2.043 -1.295
O 4.212 1.492 -0.321
O 4.267 -0.705 -0.682
```

Values from the calculation:
**Energy above the lowest of the compared OMol25 structures with the same formula, charge and spin**: 169.6 kJ/mol
**E_HOMO**: -8.9 eV
**SMILES**: [H]/N=C(/N)NCCC[C@H](NC(=O)[C@@H](N)CCCN/C(N)=N/[H])C(=O)O
**Orbital gap**: 9.167 eV

Results of the natural (NBO) charge analysis, in e, for atoms 1 through 5: atom 1 (C): -0.14, atom 2 (C): 0.68, atom 3 (C): -0.40, atom 4 (C): -0.42, atom 5 (C): -0.21